Entry from the Open Molecules 2025 dataset: a 4-piece molecular cluster, C48H84BBr2N5O13P2S overall in a non-equilibrium geometry (wB97M-V/def2-TZVPD).

The geometry in ORCA input format:
```
! wB97M-V def2-TZVPD RIJCOSX def2/J DEFGRID3
* xyz 0 1
C 5.85 -1.63 2.07
C 6.25 -0.82 0.84
C 5.11 0.10 0.36
C 5.10 1.36 1.24
N 3.78 2.03 1.27
C 2.95 1.65 2.34
C 1.73 1.07 2.02
C 0.85 0.65 2.98
C 1.16 0.76 4.33
C 2.37 1.38 4.71
P 2.91 1.70 6.45
C 1.91 3.02 7.23
C 2.85 0.20 7.48
C 3.26 1.84 3.70
P 4.86 2.73 4.07
N 4.24 4.10 4.95
O 5.71 1.80 5.11
C 0.13 0.24 5.29
O -0.04 0.75 6.37
C -0.70 -0.92 4.80
C -1.18 -1.93 5.64
C -0.80 -1.97 7.10
C 0.67 -2.38 7.24
O 0.91 -3.75 6.92
C 1.50 -3.91 5.70
C 2.84 -3.26 5.47
O 0.97 -4.52 4.83
C -2.00 -2.95 5.11
C -2.61 -4.00 5.98
Br -2.04 -5.80 5.76
C -3.58 -3.78 6.86
C -4.27 -4.76 7.73
Br -4.26 -2.00 7.05
C -2.32 -3.01 3.75
B -3.28 -4.15 3.20
O -4.49 -4.42 3.79
O -2.92 -4.90 2.12
C -1.80 -2.02 2.90
C -2.11 -2.06 1.43
S -3.71 -1.25 1.13
C -3.36 -0.17 -0.28
C -4.26 1.08 -0.33
C -1.01 -0.99 3.43
C -0.46 0.08 2.57
O -0.99 0.53 1.58
H 6.72 -2.06 2.56
H 5.12 -2.39 1.81
H 5.38 -0.99 2.82
H 7.04 -0.14 1.17
H 6.65 -1.44 0.05
H 4.16 -0.43 0.42
H 5.35 0.36 -0.67
H 5.45 1.07 2.22
H 5.85 2.05 0.84
H 3.31 1.75 0.42
H 1.45 0.95 0.97
H 2.21 3.05 8.27
H 0.83 2.88 7.18
H 2.23 3.96 6.79
H 3.38 -0.60 6.97
H 3.41 0.40 8.39
H 1.85 -0.14 7.75
H 3.34 4.31 4.54
H 4.83 4.88 4.68
H 5.69 2.15 6.01
H -0.93 -1.01 7.58
H -1.43 -2.68 7.61
H 1.00 -2.17 8.25
H 1.26 -1.74 6.59
H 3.36 -3.79 4.68
H 2.66 -2.25 5.12
H 3.45 -3.25 6.38
H -3.70 -5.67 7.88
H -4.43 -4.31 8.71
H -5.25 -5.04 7.33
H -4.95 -3.62 4.04
H -3.71 -5.40 1.86
H -1.33 -1.59 0.84
H -2.20 -3.08 1.08
H -2.32 0.12 -0.32
H -3.56 -0.75 -1.18
H -4.78 1.12 -1.28
H -3.63 1.96 -0.28
H -4.99 1.10 0.47
C -7.81 7.61 -2.19
O -8.03 6.89 -3.38
C -6.98 6.99 -4.34
C -6.23 5.68 -4.47
N -5.44 5.39 -3.28
C -4.89 4.04 -3.24
C -5.86 2.86 -3.22
O -6.62 2.74 -2.03
C -7.79 3.54 -1.97
H -8.74 7.62 -1.63
H -7.04 7.13 -1.56
H -7.51 8.64 -2.39
H -6.30 7.81 -4.10
H -7.45 7.22 -5.30
H -5.56 5.75 -5.34
H -6.97 4.90 -4.68
H -6.02 5.53 -2.47
H -4.29 3.97 -2.33
H -4.21 3.91 -4.08
H -5.25 1.95 -3.27
H -6.52 2.83 -4.10
H -8.24 3.68 -2.96
H -7.58 4.52 -1.52
H -8.51 3.04 -1.32
C 1.05 1.09 -6.65
O 1.53 2.16 -5.85
C 0.60 3.21 -5.66
C 0.09 3.23 -4.23
N -0.77 2.08 -3.96
C -1.08 1.87 -2.55
C 0.07 1.58 -1.59
O 0.70 0.32 -1.78
C 1.69 0.28 -2.79
H 1.90 0.45 -6.88
H 0.31 0.49 -6.12
H 0.62 1.46 -7.59
H -0.23 3.16 -6.37
H 1.13 4.15 -5.84
H -0.47 4.15 -4.05
H 0.98 3.25 -3.57
H -0.32 1.25 -4.31
H -1.77 1.03 -2.50
H -1.63 2.75 -2.18
H -0.36 1.54 -0.58
H 0.82 2.38 -1.57
H 2.23 1.22 -2.87
H 1.27 0.01 -3.76
H 2.40 -0.50 -2.51
C 1.11 -2.74 -6.28
O 2.45 -2.29 -6.31
C 3.22 -2.67 -5.17
C 4.26 -3.71 -5.52
N 3.64 -5.00 -5.82
C 4.54 -5.99 -6.41
C 5.18 -5.67 -7.76
O 4.28 -5.64 -8.85
C 3.58 -4.42 -9.03
H 0.58 -2.23 -7.08
H 1.03 -3.82 -6.44
H 0.63 -2.48 -5.33
H 2.58 -3.00 -4.35
H 3.75 -1.77 -4.84
H 4.94 -3.84 -4.68
H 4.84 -3.33 -6.37
H 2.87 -4.85 -6.46
H 3.96 -6.91 -6.53
H 5.33 -6.20 -5.69
H 5.87 -6.49 -7.98
H 5.78 -4.76 -7.73
H 4.19 -3.56 -8.74
H 2.64 -4.41 -8.48
H 3.35 -4.34 -10.09
*
```

The lowest unoccupied orbital energy is -0.87 eV. The SMILES is CCCCNc1cc2c(c(P(C)C)c1P(N)O)C(=O)c1c(CCOC(C)=O)c(/C(Br)=C(/C)Br)c(B(O)O)c(CSCC)c1C2=O.COCCNCCOC.COCCNCCOC.COCCNCCOC. The value obtained for the HOMO energy is -7.55 eV. The total energy comes out at -9385.0286 Eh. The frontier orbital gap is 6.68 eV.